Computed, not measured: C26H46BiCl2O2P2 as an isolated structure at a distorted geometry, with the ωB97M-V functional and the def2-TZVPD basis.

The geometry in XYZ format:
```
79
Properties=species:S:1:pos:R:3:forces:R:3:mulliken_charge:R:1
Bi -0.4704 -0.1227 0.6364 0.2 0.9 0.2 0.950
Cl -3.2223 3.9473 2.4046 0.2 -0.2 0.3 -0.139
Cl -0.9001 3.6382 4.2539 -0.6 -0.1 -0.1 -0.140
P -3.0569 -0.4986 -0.1760 -1.1 0.4 -0.4 0.761
P 0.8721 -0.7748 3.0160 0.5 0.3 0.7 0.749
O -1.1148 1.7669 1.8428 -0.2 -1.1 -0.1 -0.234
O -2.4487 0.5054 3.1641 0.7 1.1 -0.4 -0.605
C 0.5431 -1.7412 -3.4605 -0.5 -0.3 -0.1 -0.588
C 0.3253 3.1955 -0.7412 1.4 -0.2 1.6 0.850
C -1.9541 1.5868 2.8064 -0.3 -0.8 0.1 0.033
C 1.4449 3.7402 1.5060 0.0 0.3 0.4 -1.237
C -0.1838 -1.7678 4.1198 -0.1 -0.1 0.0 -1.309
C 0.5953 -2.9603 -0.4042 0.7 0.0 0.1 -0.190
C -3.2748 0.0191 -1.9191 0.0 0.0 -0.2 -0.981
C -0.8803 4.0305 -0.5748 -0.4 0.6 0.0 -1.365
C 1.7350 -2.3747 -0.8183 -0.5 -0.2 0.5 0.330
C -0.6223 -3.7607 -2.5792 -0.4 -0.4 -0.1 -1.287
C -2.3644 2.8767 3.5428 0.1 -0.2 0.0 -0.028
C 3.6134 1.7491 0.3003 0.3 -0.1 0.2 -1.424
C 1.9038 1.7743 -1.6302 0.7 0.3 1.7 0.983
C -0.5826 -2.3362 -3.0463 0.3 0.3 -0.3 -0.291
C -4.4127 0.3712 0.6804 -0.1 0.0 0.2 -1.245
C -0.0716 -4.0741 -1.1571 -0.3 -0.5 0.2 -1.328
C 2.3583 2.1848 -0.3490 -0.1 -1.4 -2.6 0.029
C 2.6309 0.8304 -2.5005 0.5 -0.3 -0.4 -1.110
C 1.8757 -2.4389 -3.4380 0.4 0.2 -0.5 -1.525
C -0.2101 2.2309 -3.0718 -0.3 -0.1 -0.3 -1.146
C 0.6419 2.3960 -1.8754 0.6 -0.1 0.5 -0.007
C -3.5788 -2.2501 -0.1255 0.1 -0.2 0.1 -1.151
C 2.4709 -2.8208 -2.0441 0.6 0.0 -0.2 -1.395
C 2.3930 -1.7690 2.8206 0.0 -0.1 -0.1 -1.170
C 1.4388 0.6057 4.0731 0.0 0.1 0.1 -0.903
C 1.3894 3.0726 0.1963 -2.7 0.9 -1.3 0.692
H 0.3415 -1.9427 5.0706 -0.2 0.0 -0.3 0.437
H -4.3747 1.4436 0.4455 0.0 -0.3 0.1 0.304
H -4.1800 -0.4338 -2.3500 0.2 0.1 0.1 0.453
H -3.3665 1.1157 -1.9647 0.0 -0.4 0.1 0.362
H 3.5168 1.2960 -2.9617 -0.2 -0.2 0.0 0.359
H 2.2268 -1.5808 -0.2406 -0.3 -0.3 0.0 0.282
H 0.6512 1.3624 4.1952 0.2 -0.3 -0.1 0.139
H 0.0866 2.9275 -3.8726 0.0 -0.2 0.2 0.308
H -1.7528 3.5901 -1.0766 0.1 0.1 0.1 0.294
H 1.3897 4.8305 1.3810 0.0 -0.2 0.1 0.320
H 2.1943 -2.6505 2.1959 0.1 0.2 0.2 0.349
H -4.2976 0.2483 1.7654 -0.1 0.0 -0.3 0.336
H 1.9967 0.4508 -3.3040 0.2 0.1 0.1 0.380
H -1.6770 -4.0818 -2.6067 0.4 0.0 0.0 0.462
H -0.1522 1.2091 -3.4753 0.0 0.3 0.1 0.139
H 2.9862 -0.0345 -1.9187 0.0 0.1 -0.3 -0.030
H 2.3697 3.4985 2.0392 -0.1 0.1 0.0 0.427
H 0.1504 -2.7649 0.5849 0.3 0.2 -0.4 0.696
H -1.1300 4.1620 0.4844 0.0 0.0 -0.3 0.166
H 3.4915 -2.4020 -1.9957 -0.4 -0.2 0.0 0.435
H -3.1344 -2.8180 -0.9563 -0.1 0.2 0.2 0.181
H 1.8269 -3.3656 -4.0369 -0.1 0.4 0.1 0.582
H 3.1677 -1.1604 2.3309 -0.2 -0.2 0.1 0.281
H 2.6006 -3.9178 -2.0289 -0.2 0.4 0.2 0.500
H -0.4004 -2.7366 3.6481 0.0 0.2 0.1 0.381
H -3.2466 -2.6973 0.8235 -0.1 0.1 -0.3 0.312
H -0.9106 -4.4424 -0.5447 0.3 0.1 -0.2 0.332
H -1.2598 2.4445 -2.8323 0.2 0.0 -0.1 0.270
H -0.0924 -4.4115 -3.2964 -0.2 0.4 0.1 0.434
H -0.7160 5.0267 -1.0171 -0.2 -0.2 0.1 0.345
H 2.3155 1.0848 3.6140 -0.3 -0.1 0.1 0.228
H 3.9291 0.7607 -0.0607 0.0 0.2 0.1 0.362
H -1.5564 -1.8445 -3.1223 0.5 0.0 -0.1 0.825
H 4.4325 2.4531 0.0822 -0.1 -0.2 0.1 0.301
H -2.4003 -0.2723 -2.5175 -0.3 0.2 0.2 -0.073
H 0.5858 3.4359 2.1202 0.3 0.1 -0.1 -0.042
H -1.1291 -1.2325 4.2941 0.3 -0.2 0.0 0.282
H 0.6217 -4.9289 -1.2540 -0.2 0.3 0.2 0.409
H -3.0415 2.6203 4.3573 0.1 0.2 -0.2 0.442
H 0.5286 -0.7564 -3.9399 -0.2 -0.4 0.4 0.942
H 2.6070 -1.7926 -3.9498 -0.3 -0.3 0.2 0.321
H 1.7199 0.2200 5.0630 0.0 0.1 -0.2 0.486
H 2.7596 -2.0957 3.8039 -0.1 0.1 -0.2 0.465
H 3.4995 1.6990 1.3915 0.1 0.0 -0.2 0.247
H -4.6788 -2.3065 -0.1792 0.4 0.0 -0.1 0.495
H -5.3819 -0.0408 0.3595 0.3 0.2 0.0 0.500
```
Positions in Å, forces in eV/Å.

As for the HOMO energy (spin up / spin down): -9.5 / -9.4 eV. For the largest force on an atom, the calculation gives 0.0613 Eh/bohr. The value obtained for the energy is -81258.21127 eV. The calculation puts the molar mass at 732.5 g/mol. The total charge is +1.